1.
Density functional theory data (wB97M-V/def2-TZVPD) for a molecular structure, C18H22B11Br6CrNO6S in a non-equilibrium geometry.

Last column: natural (NBO) charge in e.
Geometry (Å):
1 Cr -0.0262 -0.1831 0.3321  1.26
2 C 1.4684 -1.9391 3.8495  -0.71
3 C 0.4047 -1.4926 2.8954  0.68
4 O 0.7384 -1.3523 1.6900  -0.65
5 C -0.9507 -1.3092 3.3398  -0.31
6 C -1.4174 -1.9078 4.5199  -0.12
7 C -2.7105 -1.7351 4.9419  -0.26
8 C -3.5704 -0.9195 4.1981  -0.14
9 C -3.1273 -0.2746 3.0690  -0.23
10 C -1.8083 -0.4421 2.6026  0.41
11 O -1.4272 0.2092 1.5327  -0.71
12 H 2.4375 -1.8542 3.3637  0.25
13 H 1.3095 -2.9758 4.1490  0.25
14 H 1.4450 -1.3043 4.7330  0.26
15 H -0.7526 -2.5414 5.0935  0.22
16 H -3.0651 -2.2270 5.8372  0.22
17 H -4.5995 -0.7963 4.5099  0.22
18 H -3.7832 0.3731 2.5047  0.23
19 C -1.0677 7.4009 0.9927  -0.64
20 C -0.4475 6.0663 1.2962  0.03
21 C -0.9788 4.8941 0.7620  -0.22
22 C -0.4009 3.6656 1.0318  -0.11
23 C 0.7338 3.6113 1.8270  -0.37
24 C 1.2723 4.7587 2.3872  -0.16
25 C 0.6703 5.9771 2.1244  -0.22
26 S 1.5411 2.0686 2.1715  2.31
27 O 0.8197 1.4302 3.2348  -0.92
28 O 2.9419 2.3116 2.3718  -0.93
29 N 1.3318 1.2481 0.7439  -0.76
30 C 2.4727 1.1773 -0.0621  -0.31
31 C 2.6193 -0.3578 -0.5835  0.82
32 O 3.7497 -0.7333 -0.7463  -0.44
33 O 1.4998 -0.8739 -0.8131  -0.68
34 H -1.5092 7.4076 -0.0028  0.23
35 H -0.3294 8.1983 1.0603  0.22
36 H -1.8616 7.6229 1.7091  0.23
37 H -1.8497 4.9379 0.1194  0.23
38 H -0.8404 2.7567 0.6410  0.22
39 H 2.1541 4.6889 3.0107  0.24
40 H 1.0885 6.8756 2.5614  0.22
41 H 3.3748 1.4908 0.4590  0.27
42 H 2.3595 1.7030 -1.0199  0.26
43 Br -0.5039 1.2479 -1.7522  0.11
44 B -1.9080 0.3414 -2.8768  -0.06
45 B -2.0560 0.3978 -4.6551  -0.05
46 C -2.8913 -1.0530 -4.9546  -0.77
47 B -1.6217 -1.1572 -3.8268  -0.04
48 B -3.1231 -2.1712 -3.6913  -0.05
49 B -4.5141 -1.2212 -4.4000  -0.07
50 B -3.8433 0.3714 -5.0181  -0.05
51 B -3.2484 1.3022 -3.6190  -0.08
52 Br -3.2515 3.2474 -3.5358  -0.01
53 B -4.7726 0.2882 -3.4582  -0.09
54 Br -6.5345 1.0819 -3.2548  0.01
55 B -4.3098 -1.3099 -2.6139  -0.09
56 Br -5.5439 -2.2635 -1.4586  0.01
57 B -2.5297 -1.2269 -2.2835  -0.04
58 Br -1.6511 -1.9779 -0.6204  0.11
59 B -3.5624 0.2717 -2.1456  -0.11
60 Br -3.8750 1.1135 -0.4115  0.00
61 H -1.3192 0.8850 -5.4319  0.09
62 H -3.1869 -0.5974 -3.9858  0.42
63 H -0.6025 -1.6923 -4.0738  0.09
64 H -3.0684 -3.3335 -3.8655  0.09
65 H -5.3259 -1.7710 -5.0511  0.10
66 H -4.2614 0.8164 -6.0246  0.09

- LUMO (alpha / beta) (eV) = -1.50 / -4.16
- multiplicity = 5
- ⟨S²⟩ = 6.0301
- DFT total energy (Ha) = -18365.684914
- orbital gap (alpha / beta) (hartree) = 0.2756 / 0.1835

---

2.
Density functional theory data (wB97M-V/def2-TZVPD) for a molecular structure, C18H22BrN2O4PSr in a non-equilibrium geometry.

Last column: Löwdin charge in e.
Geometry (Å):
1 Sr -0.4637 0.3374 -1.8232  1.30
2 O 1.9286 -6.5248 -1.7432  -0.03
3 C 2.7383 -5.5739 -1.7682  -0.69
4 O 3.9922 -5.5764 -1.7951  -0.05
5 C 2.1083 -4.1990 -1.8282  -0.08
6 C 2.9000 -3.0560 -1.8599  0.00
7 C 2.2973 -1.8211 -1.8773  -0.15
8 N 0.9616 -1.6439 -1.8610  -0.09
9 C 0.1748 -2.7641 -1.8424  -0.19
10 C 0.7219 -4.0240 -1.8279  0.07
11 C -1.3615 -2.5929 -1.7816  -0.59
12 O -2.0624 -3.5562 -1.6762  0.10
13 O -1.7963 -1.3148 -1.8212  -0.42
14 H 3.9757 -3.1856 -1.8620  0.12
15 H 2.8882 -0.9087 -1.8940  0.09
16 H 0.0876 -4.8987 -1.7990  0.13
17 C -2.8741 1.2002 1.9498  -0.15
18 C -1.3778 1.3736 2.2298  -0.43
19 P -0.3703 0.2874 1.1655  0.89
20 C -0.8233 -1.4175 1.6524  -0.40
21 C -0.6400 -1.8088 3.1135  -0.13
22 C 1.3484 0.5044 1.8041  -0.40
23 C 1.5182 1.0524 3.2221  -0.15
24 H -3.4652 1.9534 2.4727  0.07
25 H -3.2339 0.2222 2.2751  0.07
26 H -3.1130 1.2785 0.8862  0.06
27 H -1.1656 1.1861 3.2831  0.07
28 H -1.0660 2.4014 2.0277  0.08
29 H -0.2338 -2.0725 1.0037  0.08
30 H -1.8569 -1.5651 1.3302  0.08
31 H 0.4058 -1.7605 3.4226  0.07
32 H -0.9708 -2.8358 3.2770  0.08
33 H -1.2170 -1.1712 3.7898  0.07
34 H 1.8812 1.1466 1.1001  0.05
35 H 1.8171 -0.4791 1.7116  0.08
36 H 1.0910 2.0522 3.3285  0.06
37 H 2.5756 1.1261 3.4837  0.08
38 H 1.0426 0.4157 3.9687  0.06
39 Br 1.8557 2.4013 -2.0840  0.79
40 C 0.2592 3.4714 -2.1043  -0.71
41 C 0.3993 4.8571 -2.1052  -0.08
42 C -0.7705 5.5839 -2.1331  -0.05
43 C -1.9955 4.9560 -2.1579  -0.03
44 C -2.0079 3.5708 -2.1520  -0.10
45 N -0.8841 2.8460 -2.1235  -0.11
46 H 1.3727 5.3263 -2.0874  0.11
47 H -0.7199 6.6689 -2.1379  0.12
48 H -2.9268 5.5054 -2.1837  0.12
49 H -2.9447 3.0257 -2.1686  0.13

- LUMO (eV) = -1.42
- DFT total energy (Ha) = -4055.726034
- orbital gap (hartree) = 0.2066

---

3.
Density functional theory data (wB97M-V/def2-TZVPD) for 6 unconnected molecules or ions with the total composition C18H22Cl6F12O8 in a non-equilibrium geometry.

Last column: natural (NBO) charge in e.
Geometry (Å):
1 C -4.8995 -1.7166 1.0410  -0.63
2 C -3.6954 -1.3104 0.2315  -0.12
3 O -2.7462 -2.4004 0.2862  -0.48
4 C -1.7813 -2.2874 1.1895  0.70
5 O -1.5264 -1.2894 1.7913  -0.56
6 C -1.1535 -3.6414 1.4980  0.90
7 F -2.0554 -4.6016 1.5317  -0.29
8 F -0.2633 -3.9626 0.5379  -0.32
9 F -0.4614 -3.5682 2.6272  -0.31
10 H -5.6552 -0.9294 1.0193  0.22
11 H -4.6221 -1.9266 2.0744  0.21
12 H -5.3799 -2.5964 0.6099  0.21
13 H -3.2665 -0.4003 0.6448  0.19
14 H -4.0026 -1.0553 -0.7809  0.25
15 C -2.3155 3.7128 -1.6813  -0.64
16 C -2.9216 2.3402 -1.4224  -0.07
17 O -3.7382 2.0484 -2.5877  -0.48
18 C -4.5463 1.0256 -2.5581  0.73
19 O -4.4916 0.0840 -1.8268  -0.59
20 C -5.5902 0.9967 -3.6922  0.90
21 F -5.4988 -0.1631 -4.3532  -0.30
22 F -6.8025 1.0447 -3.1142  -0.31
23 F -5.4893 1.9829 -4.5756  -0.30
24 H -3.0691 4.5050 -1.6956  0.22
25 H -1.7029 3.6803 -2.5737  0.23
26 H -1.8382 4.0349 -0.7500  0.24
27 H -3.5783 2.2556 -0.5582  0.20
28 H -2.1374 1.5897 -1.3688  0.19
29 C -1.1026 -0.7498 -3.0478  -0.63
30 C -0.0752 0.3756 -2.9455  -0.07
31 O 1.2365 -0.1530 -3.0311  -0.48
32 C 2.2427 0.6620 -3.2848  0.70
33 O 2.1482 1.7511 -3.7547  -0.53
34 C 3.5935 0.1377 -2.7925  0.90
35 F 4.1160 1.1050 -2.0369  -0.30
36 F 3.5292 -0.9882 -2.0898  -0.30
37 F 4.4784 -0.0934 -3.7780  -0.31
38 H -2.1113 -0.4328 -2.8126  0.22
39 H -0.8107 -1.4440 -2.2491  0.22
40 H -0.9173 -1.3010 -3.9674  0.23
41 H -0.1941 0.8944 -1.9917  0.18
42 H -0.2727 1.0894 -3.7477  0.20
43 C 7.9099 -0.1077 0.3386  -0.64
44 C 6.5607 -0.7955 0.5390  -0.08
45 O 5.5726 0.1465 0.9976  -0.47
46 C 5.5309 0.3566 2.2827  0.70
47 O 6.3804 0.2102 3.1132  -0.55
48 C 4.1991 1.0234 2.7365  0.90
49 F 3.7560 0.5243 3.8659  -0.29
50 F 4.3819 2.3483 2.8219  -0.31
51 F 3.2283 0.8725 1.8031  -0.32
52 H 8.2047 0.3281 1.2960  0.23
53 H 7.8978 0.7505 -0.3333  0.22
54 H 8.6747 -0.8075 0.0076  0.22
55 H 6.6248 -1.6421 1.2199  0.20
56 H 6.2661 -1.2236 -0.4160  0.20
57 C -0.5108 1.7825 2.3337  -0.27
58 Cl 0.9536 2.3916 3.1420  0.02
59 Cl -0.2632 1.2817 0.6722  0.02
60 Cl -1.6814 3.1444 2.3256  -0.02
61 H -0.9093 0.9855 2.9491  0.25
62 C -0.6046 -2.0641 5.6243  -0.28
63 Cl -0.4712 -1.9502 7.3818  0.02
64 Cl 0.0764 -0.6869 4.7704  0.02
65 Cl -2.3332 -2.2230 5.2155  0.00
66 H -0.0761 -2.9502 5.2984  0.23

- LUMO (eV) = 0.35
- SMILES string = CCOC(=O)C(F)(F)F.CCOC(=O)C(F)(F)F.CCOC(=O)C(F)(F)F.CCOC(=O)C(F)(F)F.ClC(Cl)Cl.ClC(Cl)Cl
- DFT total energy (Ha) = -5260.570008
- orbital gap (hartree) = 0.4200

---

4.
Density functional theory data (wB97M-V/def2-TZVPD) for a molecular structure, C18H22F2N2OS in a non-equilibrium geometry.

Last column: natural (NBO) charge in e.
Geometry (Å):
1 F 7.9556 1.0411 -0.2957  -0.29
2 C 6.7281 0.9025 -0.4669  0.81
3 F 6.2205 2.2090 -0.1231  -0.39
4 O 6.2545 -0.1076 0.3433  -0.53
5 C 4.9657 -0.8200 0.0544  0.23
6 C 4.7034 -1.9883 0.8225  -0.17
7 C 3.4441 -2.6510 0.8509  -0.21
8 C 2.4404 -1.8860 -0.0909  0.18
9 C 2.6139 -0.6335 -0.6493  -0.32
10 C 3.9331 -0.0700 -0.4676  -0.21
11 H 3.9535 1.1517 -0.8829  0.26
12 H 1.7754 -0.0908 -1.2232  0.26
13 N 1.2757 -2.7708 -0.1589  -0.58
14 C -0.0093 -2.0316 -0.1254  0.39
15 N -0.2457 -0.8378 -0.0215  -0.64
16 H 0.4632 -0.3647 0.6687  0.41
17 C -1.4594 -0.2432 0.1169  0.20
18 C -2.1389 -0.1843 -1.2593  -0.48
19 C -3.2753 0.8126 -1.4341  -0.18
20 C -3.0841 2.2034 -0.9010  -0.46
21 C -2.4941 2.2062 0.2915  -0.24
22 C -1.2874 1.4679 0.5726  -0.37
23 H -0.7305 1.5344 1.4714  0.22
24 H -0.5086 1.8228 -0.1245  0.20
25 C -3.4504 1.8277 1.1530  -0.35
26 C -3.6907 0.2298 1.0313  -0.23
27 C -2.4880 -0.8165 1.0814  -0.41
28 H -2.0201 -0.4403 2.0511  0.20
29 H -2.8057 -1.7064 0.9551  0.23
30 C -4.3443 0.1038 -0.2891  -0.41
31 H -5.2943 0.8302 -0.4431  0.19
32 H -4.6467 -0.9175 -0.7394  0.21
33 H -4.4583 -0.1544 1.7875  0.22
34 H -3.0507 1.5834 2.3802  0.16
35 H -4.3925 2.1920 1.3840  0.24
36 H -2.1605 3.4506 0.6741  0.18
37 H -3.9363 2.7669 -1.2233  0.24
38 H -2.3536 2.5890 -1.4803  0.21
39 H -3.8291 0.7047 -2.3591  0.22
40 H -1.4945 0.3836 -1.9685  0.20
41 H -2.2465 -1.2403 -1.4444  0.26
42 S -1.3251 -3.1564 -0.3332  -0.36
43 H 1.2088 -3.6416 -0.0005  0.40
44 H 3.3459 -3.6421 1.1481  0.23
45 H 5.4825 -2.3067 1.2044  0.20
46 H 6.4564 0.6886 -1.5372  0.11

- LUMO (eV) = 0.11
- DFT total energy (Ha) = -1481.351215
- orbital gap (hartree) = 0.2970